Below is a cluster of 11 separate species, C54H66O9S in total in a non-equilibrium geometry, with properties calculated with ωB97M-V with the def2-TZVPD basis set.

Summary:
E_HOMO (eV): -9.17
Total charge: 0
Lowest unoccupied orbital energy (eV): 0.18
Energy (Eh): -3172.58854
Orbital gap (eV): 9.3
Multiplicity: 1

Bonds (Å) are listed after each position.
Geometry (Å):
1 C -4.03 -3.55 1.51  S2 1.827, H5 1.086, H6 1.086, H7 1.094
2 S -2.31 -3.80 0.95  C1 1.827, O3 1.502, C4 1.823
3 O -1.63 -4.55 2.07  S2 1.502
4 C -2.65 -5.14 -0.24  S2 1.823, H8 1.092, H9 1.090, H10 1.091
5 H -4.26 -4.23 2.32  C1 1.086
6 H -4.75 -3.53 0.70  C1 1.086
7 H -3.96 -2.53 1.91  C1 1.094
8 H -3.20 -4.80 -1.12  C4 1.092
9 H -3.21 -5.97 0.18  C4 1.090
10 H -1.67 -5.50 -0.57  C4 1.091
11 C -4.69 -1.59 -1.77  C12 1.402, C16 1.390, H17 1.083
12 C -4.28 -0.26 -1.94  C11 1.402, C13 1.369, H18 1.082
13 C -3.66 0.07 -3.12  C12 1.369, C14 1.395, H19 1.085
14 C -3.56 -0.80 -4.21  C13 1.395, C15 1.389, H20 1.080
15 C -3.85 -2.14 -3.97  C14 1.389, C16 1.389, H21 1.084
16 C -4.39 -2.54 -2.75  C11 1.390, C15 1.389, H22 1.082
17 H -5.15 -1.92 -0.85  C11 1.083
18 H -4.37 0.42 -1.11  C12 1.082
19 H -3.25 1.07 -3.21  C13 1.085
20 H -3.10 -0.52 -5.15  C14 1.080
21 H -3.63 -2.94 -4.66  C15 1.084
22 H -4.67 -3.56 -2.56  C16 1.082
23 C -2.43 3.97 -3.90  C24 1.392, C28 1.403, H29 1.080
24 C -1.58 4.66 -4.76  C23 1.392, C25 1.388, H30 1.083
25 C -0.25 4.83 -4.41  C24 1.388, C26 1.373, H31 1.084
26 C 0.27 4.29 -3.27  C25 1.373, C27 1.391, H32 1.085
27 C -0.52 3.50 -2.43  C26 1.391, C28 1.390, H33 1.081
28 C -1.87 3.39 -2.76  C23 1.403, C27 1.390, H34 1.086
29 H -3.51 4.02 -3.99  C23 1.080
30 H -1.93 5.17 -5.65  C24 1.083
31 H 0.41 5.40 -5.07  C25 1.084
32 H 1.33 4.43 -3.07  C26 1.085
33 H -0.11 3.00 -1.57  C27 1.081
34 H -2.51 2.99 -1.98  C28 1.086
35 C 2.15 -0.54 -5.98  C36 1.390, C40 1.388, H41 1.085
36 C 1.15 -1.45 -5.66  C35 1.390, C37 1.395, H42 1.081
37 C -0.04 -0.98 -5.10  C36 1.395, C38 1.386, H43 1.084
38 C -0.20 0.36 -4.79  C37 1.386, C39 1.384, H44 1.083
39 C 0.80 1.26 -5.14  C38 1.384, C40 1.373, H45 1.083
40 C 1.94 0.82 -5.75  C35 1.388, C39 1.373, H46 1.084
41 H 3.13 -0.84 -6.32  C35 1.085
42 H 1.29 -2.52 -5.73  C36 1.081
43 H -0.83 -1.71 -4.96  C37 1.084
44 H -1.10 0.69 -4.28  C38 1.083
45 H 0.65 2.33 -5.13  C39 1.083
46 H 2.63 1.59 -6.07  C40 1.084
47 C -1.39 -0.41 -0.03  C48 1.388, C52 1.397, H53 1.083
48 C -0.72 -0.28 -1.24  C47 1.388, C49 1.417, H54 1.083
49 C 0.58 0.29 -1.27  C48 1.417, C50 1.379, H55 1.082
50 C 1.13 0.72 -0.08  C49 1.379, C51 1.397, H56 1.086
51 C 0.40 0.73 1.12  C50 1.397, C52 1.375, H57 1.082
52 C -0.85 0.15 1.13  C47 1.397, C51 1.375, H58 1.084
53 H -2.39 -0.81 -0.04  C47 1.083
54 H -1.11 -0.55 -2.21  C48 1.083
55 H 1.08 0.41 -2.22  C49 1.082
56 H 2.12 1.16 0.01  C50 1.086
57 H 0.88 1.07 2.03  C51 1.082
58 H -1.37 0.09 2.08  C52 1.084
59 C 0.25 1.97 4.88  C60 1.404, C64 1.384, H65 1.084
60 C 0.18 1.26 6.09  C59 1.404, C61 1.385, H66 1.081
61 C -0.98 1.32 6.85  C60 1.385, C62 1.395, H67 1.083
62 C -2.10 2.00 6.37  C61 1.395, C63 1.373, H68 1.083
63 C -1.97 2.78 5.24  C62 1.373, C64 1.390, H69 1.086
64 C -0.83 2.72 4.45  C59 1.384, C63 1.390, H70 1.084
65 H 1.17 1.95 4.31  C59 1.084
66 H 1.06 0.74 6.44  C60 1.081
67 H -1.03 0.75 7.77  C61 1.083
68 H -3.04 2.05 6.90  C62 1.083
69 H -2.81 3.36 4.88  C63 1.086
70 H -0.79 3.30 3.54  C64 1.084
71 C 4.97 0.02 -0.81  C72 1.402, C76 1.382, H77 1.082
72 C 5.61 -1.16 -1.21  C71 1.402, C73 1.384, H78 1.084
73 C 5.52 -1.62 -2.51  C72 1.384, C74 1.395, H79 1.082
74 C 4.77 -0.88 -3.42  C73 1.395, C75 1.378, H80 1.084
75 C 4.05 0.23 -3.02  C74 1.378, C76 1.394, H81 1.083
76 C 4.16 0.68 -1.71  C71 1.382, C75 1.394, H82 1.085
77 H 5.12 0.27 0.23  C71 1.082
78 H 6.14 -1.74 -0.45  C72 1.084
79 H 6.09 -2.50 -2.79  C73 1.082
80 H 4.77 -1.23 -4.44  C74 1.084
81 H 3.48 0.76 -3.77  C75 1.083
82 H 3.59 1.48 -1.25  C76 1.085
83 O 0.63 -5.93 -1.47  C84 1.202
84 C 1.32 -4.95 -1.30  O83 1.202, O85 1.337, C88 1.535
85 O 1.96 -4.33 -2.29  C84 1.337, C86 1.423
86 C 2.52 -3.10 -1.83  O85 1.423, C87 1.527, H89 1.088, H90 1.092
87 C 2.00 -2.92 -0.41  C86 1.527, C88 1.535, H91 1.092, H92 1.092
88 C 1.65 -4.34 0.06  C84 1.535, C87 1.535, H93 1.085, H94 1.090
89 H 2.26 -2.29 -2.51  C86 1.088
90 H 3.61 -3.20 -1.73  C86 1.092
91 H 1.18 -2.19 -0.41  C87 1.092
92 H 2.77 -2.48 0.23  C87 1.092
93 H 0.76 -4.50 0.65  C88 1.085
94 H 2.57 -4.81 0.41  C88 1.090
95 O 2.64 2.49 2.52  C96 1.199
96 C 3.53 3.15 2.07  O95 1.199, O97 1.333, C100 1.529
97 O 4.38 2.63 1.18  C96 1.333, C98 1.440
98 C 5.26 3.61 0.59  O97 1.440, C99 1.534, H101 1.089, H102 1.090
99 C 4.78 4.96 1.14  C98 1.534, C100 1.530, H103 1.087, H104 1.089
100 C 3.87 4.62 2.32  C96 1.529, C99 1.530, H105 1.086, H106 1.091
101 H 5.23 3.55 -0.50  C98 1.089
102 H 6.28 3.34 0.86  C98 1.090
103 H 4.24 5.60 0.44  C99 1.087
104 H 5.61 5.52 1.58  C99 1.089
105 H 2.93 5.16 2.45  C100 1.086
106 H 4.42 4.68 3.26  C100 1.091
107 O -6.46 1.56 5.12  C108 1.204
108 C -5.64 1.38 4.26  O107 1.204, O109 1.327, C112 1.530
109 O -4.88 2.37 3.81  C108 1.327, C110 1.430
110 C -3.97 1.91 2.81  O109 1.430, C111 1.537, H113 1.088, H114 1.088
111 C -3.84 0.40 3.08  C110 1.537, C112 1.535, H115 1.091, H116 1.092
112 C -5.26 0.06 3.59  C108 1.530, C111 1.535, H117 1.086, H118 1.094
113 H -3.00 2.37 3.00  C110 1.088
114 H -4.35 2.12 1.81  C110 1.088
115 H -3.08 0.11 3.81  C111 1.091
116 H -3.56 -0.13 2.17  C111 1.092
117 H -5.44 -0.73 4.30  C112 1.086
118 H -5.96 -0.06 2.76  C112 1.094
119 O 2.06 -1.50 6.15  C120 1.206
120 C 1.64 -1.94 5.11  O119 1.206, O121 1.338, C124 1.515
121 O 1.45 -3.25 4.91  C120 1.338, C122 1.454
122 C 0.95 -3.51 3.57  O121 1.454, C123 1.534, H125 1.087, H126 1.083
123 C 1.22 -2.19 2.84  C122 1.534, C124 1.495, H127 1.089, H128 1.097
124 C 1.14 -1.15 3.91  C120 1.515, C123 1.495, H129 1.095, H130 1.087
125 H -0.13 -3.64 3.66  C122 1.087
126 H 1.48 -4.33 3.10  C122 1.083
127 H 0.66 -2.16 1.91  C123 1.089
128 H 2.27 -2.27 2.53  C123 1.097
129 H 0.16 -0.81 4.24  C124 1.095
130 H 1.79 -0.28 3.78  C124 1.087

Atom charges from the Löwdin analysis, given in e for atoms 1 to 2: -0.24 0.83